Record 1
Below is C42H32HfN4OPS2Se2 as an isolated structure, with properties calculated with ωB97M-V/def2-TZVPD.

Properties
E_HOMO: -10.4 eV
Orbital gap: 7.264 eV
E: -7902.4387 Eh
Energy above the lowest of the compared OMol25 structures with the same formula, charge and spin: 6.7 kJ/mol
Total charge: +1

Structure (XYZ):
```
85
C42H32HfN4OPS2Se2 | the Open Molecules 2025 dataset | ωB97M-V/def2-TZVPD
Hf -0.31 0.03 -0.42
Se -0.23 1.88 1.58
P -1.25 3.10 0.07
Se -0.92 2.27 -1.92
C -0.63 4.80 0.15
C -0.70 5.44 1.38
C -0.26 6.75 1.50
C 0.26 7.40 0.39
C 0.33 6.76 -0.84
C -0.11 5.45 -0.96
C -3.03 3.15 0.41
C -3.85 3.74 -0.55
C -5.21 3.82 -0.33
C -5.76 3.31 0.85
C -4.93 2.73 1.80
C -3.57 2.65 1.58
H -1.10 4.93 2.25
H -0.31 7.25 2.45
H 0.61 8.42 0.48
H 0.74 7.27 -1.70
H -0.04 4.94 -1.91
H -3.43 4.13 -1.47
H -5.85 4.28 -1.07
H -6.82 3.38 1.02
H -5.35 2.34 2.72
H -2.92 2.19 2.32
S -2.13 -2.45 3.09
C -0.45 -2.61 3.31
C 0.27 -1.99 2.33
C -0.53 -1.35 1.34
C -1.87 -1.53 1.66
C -2.96 -1.00 0.86
C -4.30 -1.23 1.16
C -5.28 -0.74 0.32
C -4.90 -0.02 -0.81
C -3.56 0.19 -1.04
N -2.60 -0.26 -0.22
H -0.07 -3.16 4.16
H 1.35 -1.99 2.33
H -4.56 -1.81 2.03
H -6.32 -0.91 0.54
H -5.63 0.38 -1.50
H -3.22 0.77 -1.89
C 4.42 3.44 -2.05
C 3.48 3.51 -1.04
C 2.56 2.49 -0.87
C 2.59 1.40 -1.72
C 3.53 1.31 -2.74
C 4.45 2.34 -2.90
N 1.65 0.29 -1.53
N 1.32 -0.28 -2.85
C 0.43 -1.24 -2.85
C 0.16 -1.88 -4.11
C -0.68 -2.94 -4.15
C -1.31 -3.42 -2.96
C -1.08 -2.75 -1.81
N -0.27 -1.65 -1.74
H 5.13 4.25 -2.19
H 3.45 4.37 -0.37
H 1.83 2.54 -0.07
H 3.54 0.46 -3.40
H 5.18 2.29 -3.69
H 0.68 -1.51 -4.98
H -0.86 -3.45 -5.09
H -1.96 -4.28 -2.98
H -1.53 -3.03 -0.87
C 6.23 -6.64 1.21
C 5.71 -6.99 2.58
O 5.87 -8.06 3.09
S 4.92 -5.73 3.61
C 4.30 -4.49 2.50
C 3.34 -4.80 1.54
C 2.83 -3.82 0.72
C 3.26 -2.50 0.87
C 4.21 -2.18 1.84
C 4.73 -3.17 2.64
C 2.70 -1.49 0.04
C 2.20 -0.65 -0.67
H 6.19 -7.52 0.59
H 7.28 -6.36 1.35
H 5.72 -5.80 0.74
H 2.98 -5.82 1.45
H 2.08 -4.06 -0.02
H 4.54 -1.15 1.95
H 5.48 -2.93 3.38
```

Record 2
Below is C30H28IN4SbSc as an isolated structure, with properties calculated with ωB97M-V/def2-TZVPD.

Properties
E_HOMO: -10.3 eV
Orbital gap: 7.270 eV
E: -2677.5706 Eh
Energy above the lowest of the compared OMol25 structures with the same formula, charge and spin: 154.3 kJ/mol
Total charge: +1

Structure (XYZ):
```
65
C30H28IN4SbSc | the Open Molecules 2025 dataset | ωB97M-V/def2-TZVPD
Sc 0.91 -0.30 -0.11
C 3.35 2.27 -0.43
C 3.56 1.41 0.77
C 4.79 1.35 1.41
C 4.96 0.50 2.48
C 3.87 -0.22 2.96
C 2.66 -0.08 2.32
N 2.52 0.70 1.22
Sb 0.93 -0.83 3.40
C -0.39 -1.88 2.03
C -0.62 -3.22 2.32
C -1.76 -3.82 1.81
C -2.64 -3.05 1.06
C -2.33 -1.73 0.78
C -3.26 -0.89 -0.04
N -1.20 -1.16 1.24
C -0.18 1.00 3.13
C -0.93 1.45 4.21
C -1.59 2.67 4.09
C -1.42 3.41 2.94
C -0.62 2.90 1.91
C -0.34 3.76 0.70
N -0.06 1.69 1.98
H 3.45 3.33 -0.17
H 4.10 2.04 -1.20
H 2.37 2.12 -0.87
H 5.62 1.94 1.03
H 5.93 0.41 2.96
H 3.96 -0.86 3.82
H 0.06 -3.77 2.95
H -1.98 -4.86 2.01
H -3.55 -3.48 0.68
H -4.29 -1.21 0.12
H -3.20 0.16 0.25
H -3.05 -1.00 -1.11
H -0.99 0.88 5.12
H -2.20 3.05 4.90
H -1.86 4.39 2.83
H -0.04 4.76 1.02
H 0.48 3.34 0.12
H -1.22 3.88 0.07
N -0.70 0.97 -1.09
C -0.69 0.88 -2.54
C -0.57 2.07 -3.26
C -0.53 2.05 -4.64
C -0.60 0.83 -5.30
C -0.71 -0.34 -4.57
C -0.76 -0.35 -3.18
C -0.80 -1.66 -2.46
C -1.54 -2.70 -3.03
C -1.44 -4.00 -2.55
C -0.57 -4.27 -1.50
C 0.12 -3.22 -0.90
C -0.01 -1.89 -1.32
H -1.50 0.47 -0.71
H -0.81 1.94 -0.83
H -0.52 3.01 -2.73
H -0.43 2.98 -5.19
H -0.55 0.79 -6.38
H -0.72 -1.29 -5.10
H -2.19 -2.50 -3.88
H -2.01 -4.80 -3.01
H -0.42 -5.28 -1.16
H 0.80 -3.46 -0.09
I 3.31 -1.27 -1.31
```

Record 3
Below is one molecule with the formula C5H9NO, with properties calculated with ωB97M-V/def2-TZVPD.

Properties
E_HOMO: -9.6 eV
Orbital gap: 10.710 eV
Structure (SMILES): C[C@H]1N[C@H]1CC=O
E: -325.8639 Eh
Energy above the lowest of the compared OMol25 structures with the same formula, charge and spin: 193.4 kJ/mol
Total charge: 0

Structure (XYZ):
```
16
C5H9NO | the Open Molecules 2025 dataset | ωB97M-V/def2-TZVPD
C -1.56 0.12 1.32
C -1.31 0.05 -0.17
N -0.82 1.26 -0.81
C 0.03 0.08 -0.82
C 1.35 0.21 -0.10
C 2.20 -1.02 -0.20
O 1.91 -2.01 -0.83
H -0.69 0.49 1.87
H -2.39 0.82 1.53
H -1.83 -0.86 1.71
H -2.07 -0.52 -0.71
H -1.26 1.41 -1.72
H 0.10 -0.48 -1.76
H 1.23 0.46 0.96
H 1.93 1.04 -0.53
H 3.18 -0.97 0.33
```

Record 4
Below is a 2-piece molecular cluster, C2H4ClN overall in a non-equilibrium geometry, with properties calculated with ωB97M-V/def2-TZVPD.

Properties
E_HOMO: -10.6 eV
Orbital gap: 11.477 eV
E: -593.4753 Eh
Energy above the lowest of the compared OMol25 structures with the same formula, charge and spin: 172.9 kJ/mol
Total charge: 0

Structure (XYZ):
```
8
C2H4ClN | the Open Molecules 2025 dataset | ωB97M-V/def2-TZVPD
C -2.42 0.43 -0.27
C 1.12 0.54 0.25
N -2.05 -0.65 -0.29
Cl 2.17 -0.84 -0.14
H 1.61 1.24 -0.40
H 1.39 0.62 1.33
H -0.03 0.22 0.19
H -1.79 -1.56 -0.68
```

Record 5
Below is C27H32BCl6F4N6O2Tl as an isolated structure in a non-equilibrium geometry, with properties calculated with ωB97M-V/def2-TZVPD.

Properties
E_HOMO: -6.7 eV
Orbital gap: 3.443 eV
E: -4885.2393 Eh
Energy above the lowest of the compared OMol25 structures with the same formula, charge and spin: 54.9 kJ/mol
Total charge: 0

Structure (XYZ):
```
79
C27H32BCl6F4N6O2Tl | the Open Molecules 2025 dataset | ωB97M-V/def2-TZVPD
Tl -0.63 -1.75 0.72
Cl 6.93 -2.14 1.55
C 5.26 -2.39 1.78
C 4.82 -3.04 2.97
Cl 5.98 -3.59 4.10
C 3.48 -3.21 3.21
Cl 2.93 -3.93 4.67
C 2.46 -2.77 2.29
O 1.25 -2.90 2.53
C 2.92 -2.15 1.00
O 2.11 -1.82 0.14
C 4.34 -1.95 0.86
Cl 4.87 -1.11 -0.54
C -0.37 3.91 2.86
N -0.50 3.07 1.69
C -0.23 3.78 0.47
C -0.42 1.70 1.80
N 0.18 0.95 0.91
C 1.31 1.33 0.26
C 2.30 1.98 1.02
C 3.53 2.33 0.49
C 3.80 2.05 -0.82
C 2.85 1.41 -1.63
C 3.18 1.16 -2.98
C 2.29 0.55 -3.82
C 1.05 0.18 -3.34
C 0.66 0.38 -2.00
N -0.53 -0.14 -1.62
C -1.60 -0.11 -2.38
N -1.93 0.98 -3.15
C -1.40 2.29 -2.88
C -2.53 0.83 -4.45
N -2.49 -1.12 -2.43
C -3.92 -0.88 -2.49
C -2.12 -2.50 -2.21
C 1.58 1.02 -1.11
N -1.05 1.18 2.87
C -2.32 1.68 3.33
C -0.62 -0.05 3.50
H 0.58 4.47 2.80
H -0.36 3.32 3.77
H -1.18 4.64 2.90
H -0.89 4.65 0.42
H -0.44 3.13 -0.38
H 0.81 4.12 0.39
H 2.09 2.17 2.06
H 4.26 2.83 1.12
H 4.76 2.32 -1.25
H 4.16 1.46 -3.33
H 2.54 0.36 -4.85
H 0.35 -0.33 -3.99
H -1.19 2.36 -1.82
H -2.16 3.03 -3.14
H -0.48 2.50 -3.45
H -2.59 -0.23 -4.72
H -1.92 1.34 -5.20
H -3.54 1.26 -4.49
H -4.35 -1.29 -3.41
H -4.12 0.18 -2.41
H -4.40 -1.38 -1.65
H -1.04 -2.59 -2.12
H -2.45 -3.08 -3.07
H -2.61 -2.89 -1.32
H -2.67 2.46 2.67
H -2.25 2.05 4.36
H -3.06 0.87 3.31
H 0.32 -0.38 3.07
H -1.37 -0.83 3.40
H -0.47 0.14 4.57
Cl 0.14 -4.70 -0.50
C -0.90 -5.58 0.63
Cl -2.34 -4.62 1.06
H -0.33 -5.76 1.53
H -1.23 -6.49 0.14
F -4.14 -2.06 0.38
B -3.85 -0.94 1.14
F -3.17 -1.38 2.28
F -4.98 -0.26 1.48
F -2.98 -0.11 0.43
```

Record 6
Below is C20H40NOP3SSn as an isolated structure in a non-equilibrium geometry, with properties calculated with ωB97M-V/def2-TZVPD.

Properties
E_HOMO (spin up / spin down): -18.6 / -18.6 eV
Orbital gap (spin up / spin down): 2.883 / 2.889 eV
E: -2550.7643 Eh
Energy above the lowest of the compared OMol25 structures with the same formula, charge and spin: 651.7 kJ/mol
Total charge: +4

Structure (XYZ):
```
67
C20H40NOP3SSn | the Open Molecules 2025 dataset | ωB97M-V/def2-TZVPD
Sn -0.39 -0.78 -0.49
P 0.17 -2.30 1.82
P -2.56 -2.38 -0.69
P 2.15 0.45 0.26
H -1.86 1.32 0.06
C -0.99 1.13 -0.55
C -1.22 0.36 -1.88
H -2.25 0.17 -2.15
C -0.37 -1.36 3.30
C -0.59 -3.94 2.15
C 1.90 -2.72 2.28
C -3.75 -1.96 -2.01
C -2.18 -4.13 -1.07
C -3.66 -2.45 0.77
C 2.68 1.95 -0.64
C 3.69 -0.56 0.16
C 2.19 1.10 1.96
H -0.27 1.92 -0.58
H -0.59 0.65 -2.70
H -0.11 -1.93 4.20
H -1.46 -1.21 3.26
H 0.12 -0.38 3.33
H -0.46 -4.19 3.22
H -0.09 -4.70 1.55
H -1.67 -3.95 1.92
H 1.92 -3.05 3.34
H 2.58 -1.88 2.15
H 2.24 -3.56 1.65
H -4.61 -2.64 -1.95
H -3.28 -2.07 -3.00
H -4.10 -0.93 -1.90
H -3.12 -4.71 -1.02
H -1.46 -4.54 -0.36
H -1.77 -4.19 -2.08
H -4.32 -3.33 0.68
H -4.27 -1.54 0.80
H -3.09 -2.51 1.71
H 3.77 2.07 -0.47
H 2.16 2.84 -0.25
H 2.51 1.84 -1.71
H 4.34 -0.15 -0.62
H 3.46 -1.60 -0.09
H 4.21 -0.52 1.13
H 3.12 1.68 2.09
H 2.17 0.29 2.70
H 1.34 1.78 2.11
C -0.08 4.48 0.15
C -1.41 4.79 0.80
C -1.75 6.16 0.64
C -1.28 6.85 -0.49
C -0.28 6.33 -1.32
C 0.41 5.14 -0.97
O 0.49 4.01 1.29
H -0.42 4.34 1.58
H -2.16 3.99 0.72
H -2.48 6.59 1.31
H -1.72 7.81 -0.75
H 0.01 6.86 -2.22
H 1.26 4.74 -1.51
S 3.29 -1.11 -3.48
C 2.92 -2.73 -2.96
C 1.73 -2.77 -2.27
N 1.12 -1.52 -2.15
C 1.81 -0.57 -2.80
H 3.56 -3.58 -3.16
H 1.26 -3.65 -1.84
H 1.46 0.44 -2.97
```

> Look up the energy above the lowest of the compared OMol25 structures with the same formula, charge and spin of the fourth one.

172.9 kJ/mol